[1]
A molecular structure, C4H5HgO5. Source: the Open Molecules 2025 dataset; level of theory: the ωB97M-V functional and the def2-TZVPD basis.

Each line ends with the Löwdin spin population.
Atoms and positions in Å:
C1 -0.92075 0.82153 -1.57595  0.006
O1 0.12656 -0.23039 1.13229  0.015
C2 0.65016 -0.43762 -0.19507  0.006
H1 0.37834 1.07024 -1.26064  0.028
C3 -0.10827 0.96946 1.57968  0.024
H2 1.97654 -1.98623 0.45533  0.000
C4 1.13709 -1.86347 -0.23917  0.001
O2 -1.01916 1.15870 2.41917  0.558
H3 1.53076 0.21259 -0.29311  0.003
Hg1 -3.42486 1.74339 0.47253  0.683
O3 -0.78230 -0.40166 -1.24993  0.013
O4 0.37598 2.01450 1.09436  0.466
H4 0.33480 -2.55801 0.03936  0.000
O5 -1.74768 1.56700 -1.12550  0.198
H5 1.49279 -2.08004 -1.25335  0.000

Cartesian forces (eV/Å) of the 2 atoms listed first:
6.2 1.9 4.6
0.1 -1.7 -1.7

Properties
* strongest force on any atom: 7.973 eV/Å
* 2S+1: 3
* charge: +1
* LUMO level (spin up / spin down): -0.174 / -0.287 Ha
* expectation value of S²: 2.01

=====

[2]
A molecular structure, C25H36CrF3NOPS. Source: the Open Molecules 2025 dataset; level of theory: the ωB97M-V functional and the def2-TZVPD basis.

Each line ends with the Löwdin spin population.
Atoms and positions in Å:
C1 -0.66685 3.35951 -2.77508  0.006
H1 3.97505 -1.42359 3.22712  0.000
H2 -2.17525 -1.17099 3.57862  0.000
C2 -3.14715 1.17821 -0.82558  0.001
C3 3.15995 -1.31659 2.51602  0.003
H3 -1.04365 0.43571 4.39962  0.000
S1 2.99395 -2.04229 -0.65168  0.010
P1 0.56955 -0.51709 1.94982  0.024
N1 0.82795 -2.14699 -1.96468  0.006
C4 -0.08765 -2.64639 -2.79408  0.012
C5 -1.52125 -2.02239 3.41812  0.001
H4 -2.70305 1.10001 0.16732  0.000
H5 2.90755 -2.30979 2.14812  0.001
C6 -3.56875 5.76961 -2.76698  0.002
F1 3.89825 -5.52809 -3.33308  0.000
C7 -0.07165 -3.21719 1.76062  0.016
H6 0.55015 -3.13829 0.85822  0.008
H7 0.85975 -0.86379 5.06642  0.000
H8 1.43675 -2.38739 4.36442  0.000
C8 -0.34075 1.05031 2.42632  0.004
H9 -1.03915 -2.13189 -2.81668  0.001
C9 -0.55285 1.27631 3.92112  0.000
H10 1.44975 3.41781 -2.46588  0.000
C10 -1.18205 2.26981 -2.01528  0.003
C11 -2.78115 4.52861 -2.52768  0.009
C12 1.66695 -1.33669 4.51732  0.000
F2 4.69835 -3.57019 -2.92318  -0.001
H11 -4.21845 1.33381 -0.71578  0.000
H12 0.95465 2.51081 -3.89788  0.000
H13 1.62695 -5.20919 -4.16968  0.001
C13 0.15555 -3.75449 -3.58078  0.000
C14 -0.71075 -1.87629 2.13482  0.009
H14 -4.56595 5.71591 -2.33908  0.000
H15 -2.15115 -2.90519 3.32382  0.000
H16 -0.13125 3.15621 1.95672  0.000
H17 -4.31805 3.45771 -1.48868  0.000
H18 -2.97845 0.23111 -1.33808  0.000
C15 1.96605 -0.64269 3.19232  0.002
Cr1 0.88595 -0.94509 -0.38688  3.745
C16 1.41345 -4.35499 -3.54648  0.013
H19 0.54815 -3.59279 2.56992  0.001
C17 2.37095 -3.84609 -2.68928  0.001
H20 -1.31875 0.96361 1.93192  0.000
H21 -3.05025 6.62451 -2.33268  0.001
H22 3.52115 -0.72319 1.67832  0.002
H23 0.58055 2.08201 0.74702  0.003
O1 -0.48945 0.27191 -0.86728  0.037
H24 1.39455 2.34171 2.29422  0.000
C18 -0.31105 1.18521 -1.71698  0.033
H25 -0.61245 -4.14539 -4.22348  0.000
C19 2.04065 -2.74679 -1.88018  0.028
C20 3.74635 -4.44279 -2.56908  -0.001
H26 -1.07825 5.29081 -3.55438  0.000
C21 -3.29655 3.43561 -1.83958  -0.001
H27 -3.64435 5.95431 -3.83788  0.001
H28 0.89455 4.26711 -3.90098  0.000
H29 0.39115 1.45891 4.42632  0.000
H30 -0.89045 -2.16449 4.28822  0.000
F3 4.00995 -4.81269 -1.30718  0.000
H31 0.63875 1.17091 -2.27388  0.006
C22 -2.53095 2.31721 -1.57108  0.008
C23 0.42205 2.22911 1.81702  0.003
C24 -1.47215 4.45071 -3.00458  -0.001
C25 0.73795 3.38431 -3.28878  0.001
H32 -1.41355 -1.60289 1.32952  0.004
H33 -1.17965 2.15341 4.06922  0.000
H34 2.55915 -1.28519 5.13952  0.000
H35 2.23775 0.40311 3.39192  0.000
H36 -0.84705 -3.95599 1.57012  0.000

Cartesian forces (eV/Å) of the 2 atoms listed first:
-0.1 -0.2 0.1
0.1 0.0 0.1

Properties
* strongest force on any atom: 2.354 eV/Å
* 2S+1: 5
* charge: +1
* LUMO level (spin up / spin down): -0.139 / -0.145 Ha
* expectation value of S²: 6.02

=====

[3]
A gas-phase ion, C5H11N2 (charge +1). Source: the Open Molecules 2025 dataset; level of theory: the ωB97M-V functional and the def2-TZVPD basis.

Each line ends with the natural charge from an NBO analysis.
Atoms and positions in Å:
C1 -1.33678 -0.39267 -1.51833  -0.627
H1 2.33269 -0.65646 2.10377  0.177
C2 1.75108 -1.46328 1.73169  0.039
N1 1.05341 -1.33251 0.71471  -0.229
H2 -0.77714 1.55586 1.45906  0.226
C3 -1.22482 1.40681 0.49062  -0.587
H3 -2.24336 1.57997 0.48373  0.241
H4 1.13893 1.13426 -1.33793  0.228
N2 0.59988 -0.21352 0.13859  -0.090
H5 -0.78441 -1.25192 -1.90751  0.240
H6 -0.69378 2.18951 -0.22940  0.208
C4 -0.86107 -0.07487 -0.08655  -0.060
H7 1.90424 -2.40864 2.15070  0.224
C5 1.43100 0.40089 -0.63201  0.056
H8 2.50508 0.39969 -0.36779  0.227
H9 -1.28797 -0.92190 0.53874  0.246
H10 -2.48872 -0.46860 -1.53187  0.270
H11 -1.01826 0.51737 -2.20020  0.212

Cartesian forces (eV/Å) of the 2 atoms listed first:
0.2 2.7 -0.9
0.2 1.0 0.9

Properties
* strongest force on any atom: 4.694 eV/Å
* SMILES: C=N[N+](=C)C(C)C
* 2S+1: 1
* charge: +1
* LUMO level: -0.187 Ha

=====

[4]
A molecular structure, C5H8N2. Source: the Open Molecules 2025 dataset; level of theory: the ωB97M-V functional and the def2-TZVPD basis.

Each line ends with the natural charge from an NBO analysis.
Atoms and positions in Å:
H1 -0.27576 -1.77073 -0.13869  0.168
C1 0.02786 -0.81053 -0.52021  -0.317
H2 -2.69001 0.96165 0.27627  0.241
H3 1.97064 0.27932 -0.59031  0.217
C2 1.68559 -0.51021 1.44568  -0.678
H4 0.95208 -1.11286 1.98339  0.233
C3 -1.33500 1.59789 -1.31771  0.276
C4 -1.91889 0.61177 -0.44031  -0.331
H5 0.02676 -0.74032 -1.62269  0.186
C5 1.21800 -0.18955 0.05872  0.151
N1 -0.65091 0.19881 0.21982  -0.490
H6 1.84995 0.41766 1.99741  0.245
H7 -2.41798 -0.21010 -1.00875  0.221
H8 2.65196 -1.04641 1.45120  0.240
N2 -0.69691 2.26063 -2.01708  -0.361

Cartesian forces (eV/Å) of the 2 atoms listed first:
0.3 -1.1 -0.4
-0.1 -0.9 0.0

Properties
* strongest force on any atom: 2.122 eV/Å
* 2S+1: 1
* charge: 0
* LUMO level (spin up / spin down): -0.001 / -0.001 Ha

=====

[5]
A molecular structure, C21H6Cl72NO4P. Source: the Open Molecules 2025 dataset; level of theory: the ωB97M-V functional and the def2-TZVPD basis.

Each line ends with the Mulliken charge.
Atoms and positions in Å:
C1 5.45724 -7.10654 9.28134  0.311
Cl1 2.09668 3.49259 7.08751  -0.096
Cl2 9.37234 6.71338 -3.55326  -0.090
O1 -0.85890 -0.77183 -0.62450  -0.503
Cl3 0.10564 -5.02173 -5.43881  -0.035
Cl4 7.31768 4.65417 -3.49342  -0.094
C2 -9.14710 7.86302 8.21451  0.333
C3 -4.10138 5.88995 6.99890  0.187
Cl5 2.97138 -2.10199 -4.20563  -0.060
H1 -3.10704 2.21231 1.45836  0.246
Cl6 6.46624 -5.70048 9.70534  -0.103
H2 -2.14470 -1.80869 2.31649  0.262
Cl7 -2.24054 -0.10960 -3.73049  0.164
Cl8 1.55051 5.63338 -4.58733  -0.098
Cl9 -7.79685 0.00370 -2.10094  -0.103
Cl10 1.87847 2.93608 -3.54709  0.044
Cl11 -2.35391 6.31644 2.33807  0.018
C4 6.73489 -7.16212 4.40846  0.393
Cl12 1.67227 -0.92058 -11.01066  -0.092
P1 -2.07416 -0.30745 0.54113  0.746
C5 0.33261 3.36024 7.30053  0.274
Cl13 -3.98775 -7.28853 4.30801  -0.100
Cl14 7.69210 -2.62383 -2.66626  -0.095
Cl15 -9.80842 7.81568 6.56077  -0.090
O2 -0.27293 1.71924 1.69164  -0.397
Cl16 6.73788 7.31791 -2.47642  -0.090
Cl17 -4.37494 5.51146 -3.17344  -0.106
Cl18 -3.16516 5.61842 8.49027  -0.057
Cl19 6.23380 -3.94079 -4.81205  -0.074
H3 -0.55021 0.09876 -1.04731  0.249
C6 -2.31130 -7.17968 3.71428  0.334
Cl20 5.20826 -4.02563 -2.09049  0.013
Cl21 -3.64323 4.67349 5.78029  0.012
Cl22 -3.71848 7.90481 0.31813  -0.081
C7 7.99190 6.06204 -2.63425  0.354
Cl23 7.23444 -6.18129 5.80948  -0.081
Cl24 -3.36958 -0.12149 -8.64140  -0.006
N1 -2.65563 -1.80923 1.38291  -0.631
Cl25 -2.75037 4.52788 -0.96917  0.076
Cl26 -1.29479 -8.35423 4.58698  -0.092
Cl27 0.33422 -6.83643 -3.17606  -0.050
Cl28 -1.11527 1.77745 -5.63795  -0.074
Cl29 1.92680 5.21057 -1.73332  -0.084
C8 -2.50943 1.85572 2.42353  -0.255
C9 -2.73183 5.03275 -2.67774  -0.034
Cl30 -1.62510 6.41494 -2.87663  -0.077
Cl31 -7.48433 8.50191 8.17114  -0.056
C10 -1.37228 0.77441 1.94702  -0.336
O3 0.78898 2.66778 3.83329  -0.461
Cl32 2.75115 -5.60931 -0.40174  0.077
Cl33 -2.27417 -7.54249 1.97024  -0.075
Cl34 4.22668 -1.24067 -9.65474  -0.097
C11 -6.05696 0.14643 -2.45768  0.185
Cl35 7.04744 -6.25530 2.90690  -0.076
Cl36 -3.75605 7.52057 6.36948  -0.085
Cl37 6.37251 -8.60582 9.57949  -0.098
Cl38 -5.59880 -1.07004 -3.67628  -0.067
Cl39 -2.26018 9.22177 2.46391  -0.102
Cl40 1.90084 -2.73527 -8.74790  -0.028
Cl41 -5.71162 1.77705 -3.08709  -0.033
Cl42 3.98241 -7.10229 10.28110  -0.106
C12 -3.26918 7.81572 2.03991  0.217
Cl43 -1.66700 -0.96056 -6.45299  -0.009
Cl44 7.59836 -5.52916 -2.79211  -0.097
H4 -1.00536 0.21824 2.91006  0.245
Cl45 3.34203 -7.51146 1.71905  -0.037
Cl46 2.66006 -5.34182 -4.08290  0.089
C13 2.37322 4.63748 -3.36027  0.151
H5 -3.10260 1.27498 3.25814  0.247
Cl47 -5.12073 -0.12511 -0.96630  -0.033
Cl48 -0.16214 1.65884 7.11370  -0.109
Cl49 -3.41791 -2.39599 -10.45517  -0.105
Cl50 -3.74587 0.30132 -11.49541  -0.106
Cl51 -0.49010 4.35614 6.07346  -0.006
Cl52 4.99556 -7.52861 4.52994  -0.116
Cl53 -3.86511 0.87398 -5.93476  -0.107
Cl54 2.86396 -8.45640 -0.99093  -0.083
C14 2.40581 -7.23993 0.22767  0.033
C15 2.74060 -2.07533 -10.17395  0.313
Cl55 2.14690 -2.10173 -1.41535  -0.060
Cl56 1.59592 -7.50581 -5.71084  -0.103
Cl57 0.66592 -7.38266 0.58440  0.018
Cl58 0.14272 -2.10692 -3.52462  0.034
Cl59 1.74908 0.27213 -3.05014  -0.001
Cl60 8.53962 5.56260 -1.01409  -0.088
Cl61 -4.74401 7.81997 3.03968  -0.068
Cl62 7.66232 -8.68340 4.38752  -0.093
Cl63 -10.16223 8.91773 9.23012  -0.101
Cl64 3.16255 -3.40466 -11.28268  -0.098
O4 -1.66215 2.89653 3.09533  -0.212
C16 1.75249 -1.50968 -3.04894  0.093
H6 -3.66162 -1.63752 1.65962  0.308
Cl65 -1.68866 -5.53361 3.99196  -0.079
Cl66 4.13729 4.76983 -3.57329  -0.015
Cl67 -1.15909 -0.56223 -10.48137  -0.022
Cl68 -5.84127 5.74722 7.35563  -0.036
C17 -0.22735 2.47301 2.98900  0.562
C18 -2.92317 -0.69458 -10.26835  0.178
Cl69 5.00795 -7.01745 7.55955  -0.021
C19 1.17397 -6.17648 -4.60211  0.107
Cl70 -0.11381 3.93333 8.92748  -0.109
C20 6.68310 -4.02988 -3.09026  0.216
Cl71 -9.13320 6.21677 8.89593  -0.098
C21 -2.22200 0.39527 -5.43907  0.136
Cl72 -2.17684 3.67692 -3.69167  0.151

Cartesian forces (eV/Å) of the 2 atoms listed first:
-0.1 0.0 -0.1
-0.4 -0.1 0.1

Properties
* strongest force on any atom: 9.979 eV/Å
* 2S+1: 1
* charge: 0
* LUMO level: -0.009 Ha

=====

What is the 2S+1 in the fourth record? 1